[1]
Density functional theory data (ωB97M-V/def2-TZVPD) for 2 unconnected molecules or ions with the total composition C2H7N4O.

## Properties
Orbital gap (spin up / spin down) (eV): 8.32 / 7.97
Relative energy (zero: lowest compared OMol25 entry of this formula, charge and spin) (kJ/mol): 561.32
2S+1: 1
E_HOMO (spin up / spin down) (eV): -12.454 / -12.301
Net charge: +1

Each line ends with the natural charge from an NBO analysis.
Positions of all 14 atoms, in Å:
C -2.176 1.335 0.011  0.34
C -0.277 -0.209 0.902  0.24
N -2.110 -1.293 0.125  -0.32
N -0.848 -1.007 0.009  -0.31
N 0.937 0.312 0.693  -0.41
N 1.543 0.125 -0.558  -0.67
O -2.899 0.481 -0.299  -0.32
H -2.122 2.401 0.068  0.22
H -0.764 -0.040 1.847  0.25
H -2.466 -1.890 -0.617  0.37
H 1.372 0.879 1.412  0.41
H 2.418 -0.388 -0.463  0.39
H -0.281 -1.193 -0.833  0.43
H 1.747 1.018 -1.004  0.38

Atoms 1-3, force components in eV/Å:
C 1.0 -2.1 0.3
C -0.2 1.3 -0.3
N 0.0 -1.1 1.2

[2]
Density functional theory data (ωB97M-V/def2-TZVPD) for a gas-phase ion, C2H7N4O (charge +1).

## Properties
Orbital gap (eV): 9.44
SMILES: [H]/N=C1/CNON1[NH3+]
Relative energy (zero: lowest compared OMol25 entry of this formula, charge and spin) (kJ/mol): 679.80
2S+1: 1
E_HOMO (eV): -13.710
Net charge: +1

Each line ends with the natural charge from an NBO analysis.
Positions of all 14 atoms, in Å:
H -1.999 -1.538 -0.420  0.39
N -1.070 -1.648 -0.006  -0.57
C -0.148 -0.895 -0.134  0.40
C 1.322 -1.056 0.385  -0.32
N 1.809 0.339 0.378  -0.31
O 1.078 1.014 -0.546  -0.14
N -0.059 0.478 -0.813  0.02
N -1.357 1.313 -0.240  -0.62
H 1.662 -1.646 1.165  0.27
H 1.678 -1.491 -0.455  0.23
H 1.911 0.739 1.290  0.37
H -1.718 0.885 0.564  0.42
H -1.904 1.257 -1.074  0.44
H -1.205 2.249 -0.095  0.43

Atoms 1-3, force components in eV/Å:
H 0.4 0.2 0.0
N -3.1 -2.1 -0.1
C 3.8 2.4 1.7

[3]
Density functional theory data (ωB97M-V/def2-TZVPD) for 2 unconnected molecules or ions with the total composition C2H7N4O.

## Properties
Orbital gap (eV): 11.68
Relative energy (zero: lowest compared OMol25 entry of this formula, charge and spin) (kJ/mol): 150.49
2S+1: 1
E_HOMO (eV): -14.983
Net charge: +1

Each line ends with the natural charge from an NBO analysis.
Positions of all 14 atoms, in Å:
C -3.047 -0.335 -0.121  0.86
C 0.203 0.507 -0.589  0.39
N -3.665 0.571 0.322  -0.69
N 0.334 -0.774 -0.343  -0.36
N 1.046 1.372 -0.107  -0.71
N 1.531 -1.210 0.369  -0.67
O -2.271 -1.178 -0.246  -0.57
H -0.668 0.731 -1.018  0.21
H -4.261 1.184 -0.114  0.43
H -0.519 -1.221 -0.667  0.45
H 2.313 -1.577 -0.181  0.40
H 1.118 2.376 -0.249  0.44
H 1.961 1.073 0.184  0.43
H 1.289 -1.901 1.075  0.40

Atoms 1-3, force components in eV/Å:
C 0.1 0.6 1.1
C 3.3 -1.4 2.9
N 0.2 -0.1 0.9

[4]
Density functional theory data (ωB97M-V/def2-TZVPD) for 2 unconnected molecules or ions with the total composition C2H7N4O.

## Properties
Orbital gap (eV): 8.00
Relative energy (zero: lowest compared OMol25 entry of this formula, charge and spin) (kJ/mol): 366.48
2S+1: 1
E_HOMO (eV): -14.270
Net charge: +1

Each line ends with the natural charge from an NBO analysis.
Positions of all 14 atoms, in Å:
C -0.945 0.261 -1.058  0.74
C 2.367 0.230 0.701  0.03
N -0.329 -0.647 -1.778  -0.76
N -1.275 -0.481 0.236  0.03
N -1.835 0.217 1.060  -0.28
N 1.212 -0.246 0.730  -0.65
O -1.251 1.389 -1.213  -0.52
H 2.590 1.055 0.181  0.16
H 3.381 -0.016 1.133  0.18
H -0.008 -0.203 -2.622  0.44
H -2.028 1.295 1.050  0.44
H -2.310 -0.240 1.834  0.42
H 1.145 -1.053 1.356  0.35
H -0.715 -1.560 -1.610  0.44

Atoms 1-3, force components in eV/Å:
C 0.3 -0.4 1.4
C 2.0 -1.5 1.5
N -0.2 1.0 -0.5

no.,F_max (eV/Å)
1,2.3
2,4.8
3,4.7
4,4.2